[1]
Below is one molecule with the formula C3H5IN2 at a distorted geometry, with properties calculated with ωB97M-V/def2-TZVPD.

Gap between HOMO and LUMO = 8.98 eV
Electronic energy = -524.46800 Eh
SMILES string = C[C@@H](C#N)NI
Charge = 0

Last column: Mulliken charge in e.
Geometry (Å):
1 C -0.40 -1.50 0.13  0.027
2 C 0.55 0.53 1.10  -1.179
3 C 0.24 -0.25 -0.18  0.579
4 N -0.83 -2.52 0.42  -0.375
5 N -0.73 0.75 -0.99  -0.724
6 I -1.71 -0.22 -2.52  0.109
7 H -0.39 0.81 1.58  0.339
8 H 1.09 1.45 0.85  0.325
9 H 1.15 -0.06 1.78  0.359
10 H 1.14 -0.44 -0.77  0.204
11 H -0.12 1.44 -1.42  0.336



[2]
Below is one molecule with the formula C4H7NO2 at a distorted geometry, with properties calculated with ωB97M-V/def2-TZVPD.

Gap between HOMO and LUMO = 10.74 eV
Electronic energy = -361.84377 Eh
SMILES string = C[C@H]1CNC(=O)O1
Charge = 0

Last column: Mulliken charge in e.
Geometry (Å):
1 C 1.66 -1.01 0.04  -1.361
2 C 0.29 -0.47 -0.31  0.400
3 C -0.49 0.06 0.86  -0.709
4 N -1.62 0.59 0.12  -0.209
5 C -1.05 1.26 -0.94  0.502
6 O -1.53 2.09 -1.67  -0.568
7 O 0.27 0.81 -1.03  -0.374
8 H 2.17 -0.43 0.82  0.312
9 H 2.29 -1.06 -0.85  0.352
10 H 1.55 -2.04 0.42  0.356
11 H -0.26 -1.14 -0.96  0.356
12 H 0.22 0.94 0.96  0.332
13 H -0.79 -0.64 1.65  0.384
14 H -2.52 0.85 0.49  0.227



[3]
Below is C22H33N3O3PTa as an isolated structure at a distorted geometry, with properties calculated with ωB97M-V/def2-TZVPD.

Gap between HOMO and LUMO = 5.90 eV
Electronic energy = -1644.79598 Eh
Charge = +4

Last column: Mulliken charge in e.
Geometry (Å):
1 Ta 0.69 0.38 0.07  1.014
2 O 0.65 0.97 4.24  -0.379
3 C 0.51 1.11 3.07  0.306
4 N 0.87 0.12 2.09  0.509
5 C 1.54 -1.00 2.70  0.294
6 O 1.66 -1.15 3.87  -0.387
7 C 2.07 -2.01 1.72  0.728
8 C 2.74 -3.12 2.23  -0.856
9 C 3.21 -4.08 1.33  -0.411
10 C 2.97 -3.90 -0.02  -0.829
11 C 2.29 -2.76 -0.45  -0.298
12 N 1.86 -1.83 0.41  -0.073
13 C -0.06 2.37 2.47  0.468
14 C -0.36 3.42 3.33  -0.624
15 C -0.87 4.60 2.78  -0.526
16 C -1.09 4.66 1.41  -0.648
17 C -0.77 3.56 0.62  -0.716
18 N -0.25 2.44 1.15  0.664
19 H 2.86 -3.20 3.30  0.600
20 H 3.75 -4.94 1.70  0.510
21 H 3.29 -4.63 -0.76  0.482
22 H 2.08 -2.62 -1.50  0.630
23 H -0.18 3.31 4.39  0.627
24 H -1.07 5.45 3.41  0.527
25 H -1.50 5.55 0.95  0.512
26 H -0.92 3.59 -0.45  0.539
27 C -3.67 0.28 1.29  -1.185
28 C -3.20 -1.07 0.76  -0.722
29 P -2.06 -1.05 -0.69  0.568
30 C -1.74 -2.82 -1.15  -0.320
31 C -2.98 -3.71 -0.99  -1.413
32 C -2.82 -0.13 -2.10  -0.375
33 C -3.92 -0.97 -2.74  -1.353
34 H -4.38 0.10 2.09  0.413
35 H -4.20 0.86 0.53  0.376
36 H -2.84 0.86 1.70  0.146
37 H -4.07 -1.63 0.39  0.569
38 H -2.74 -1.66 1.55  0.510
39 H -0.94 -3.21 -0.52  0.356
40 H -1.40 -2.83 -2.19  0.458
41 H -3.27 -3.84 0.05  0.393
42 H -2.72 -4.69 -1.38  0.410
43 H -3.84 -3.37 -1.56  0.343
44 H -2.05 0.11 -2.85  0.466
45 H -3.22 0.81 -1.71  0.431
46 H -3.53 -1.84 -3.25  0.385
47 H -4.42 -0.35 -3.49  0.413
48 H -4.69 -1.27 -2.02  0.373
49 C 3.28 2.89 0.36  -1.014
50 C 2.95 2.72 -1.11  -0.386
51 O 2.46 1.37 -1.40  -0.675
52 C 3.08 0.66 -2.51  -0.344
53 C 2.04 0.39 -3.58  -1.052
54 H 3.76 3.86 0.50  0.475
55 H 3.99 2.13 0.70  0.311
56 H 2.39 2.86 1.00  0.259
57 H 3.86 2.89 -1.70  0.526
58 H 2.18 3.43 -1.44  0.252
59 H 3.50 -0.28 -2.12  0.298
60 H 3.90 1.26 -2.92  0.477
61 H 1.14 -0.08 -3.15  0.183
62 H 2.45 -0.27 -4.34  0.435
63 H 1.76 1.32 -4.08  0.349



[4]
Below is C15H20Cl2N4O3OsS as an isolated structure, with properties calculated with ωB97M-V/def2-TZVPD.

Gap between HOMO and LUMO (spin up / spin down) = 6.71 / 6.69 eV
Electronic energy = -2437.04174 Eh
Charge = +2

Last column: Mulliken charge in e.
Geometry (Å):
1 Os 0.24 -0.27 0.22  2.384
2 O 0.28 -0.04 2.41  -0.476
3 C -0.72 -0.70 3.25  -0.627
4 C -0.44 -2.18 3.41  -0.533
5 C -0.07 -2.87 2.09  -0.780
6 C -1.16 -2.78 1.07  0.981
7 C -2.14 -3.75 1.00  -0.817
8 C -3.16 -3.66 0.07  -0.365
9 C -3.20 -2.57 -0.79  -0.844
10 C -2.21 -1.63 -0.71  0.026
11 N -1.20 -1.71 0.21  0.080
12 H 1.09 0.13 2.92  0.292
13 H -1.67 -0.51 2.74  0.310
14 H -0.75 -0.20 4.21  0.481
15 H -1.34 -2.63 3.83  0.405
16 H 0.37 -2.35 4.11  0.396
17 H 0.15 -3.92 2.29  0.547
18 H 0.86 -2.45 1.69  -0.037
19 H -2.09 -4.60 1.68  0.501
20 H -3.92 -4.43 0.01  0.457
21 H -3.97 -2.46 -1.54  0.464
22 H -2.17 -0.79 -1.37  0.324
23 Cl 4.85 1.29 -0.09  -0.115
24 C 4.23 -0.36 -0.15  0.237
25 Cl 4.96 -1.39 1.08  -0.097
26 C 2.74 -0.39 0.03  -0.059
27 O 2.09 -1.46 0.10  -0.720
28 O 2.03 0.68 0.09  -0.767
29 H 4.47 -0.78 -1.12  0.320
30 N 0.27 -0.17 -2.90  -0.616
31 C 0.26 -0.27 -1.74  0.001
32 C 1.47 3.76 -0.44  -0.717
33 N 0.46 3.32 -1.40  0.152
34 C 0.40 3.91 -2.76  -0.587
35 C -0.82 3.22 -3.40  -0.520
36 N -1.33 2.41 -2.28  0.023
37 C -0.53 2.48 -1.24  0.122
38 S -0.86 1.58 0.27  -0.303
39 H 2.42 3.82 -0.95  0.313
40 H 1.55 3.05 0.37  0.221
41 H 1.20 4.74 -0.04  0.301
42 H 1.33 3.71 -3.28  0.368
43 H 0.27 4.99 -2.68  0.371
44 H -0.54 2.56 -4.23  0.329
45 H -1.57 3.92 -3.74  0.352
46 H -2.13 1.81 -2.34  0.222



[5]
Below is one molecule with the formula C3H5IS at a distorted geometry, with properties calculated with ωB97M-V/def2-TZVPD.

Gap between HOMO and LUMO (spin up / spin down) = 7.66 / 7.60 eV
Electronic energy = -813.05182 Eh
Charge = 0

Last column: Mulliken charge in e.
Geometry (Å):
1 C -0.08 -0.83 0.34  -0.538
2 C -0.45 0.62 0.70  -0.139
3 C 0.88 -0.25 -0.70  -0.547
4 S -1.63 1.52 -0.06  -0.137
5 I 2.91 0.08 0.04  -0.021
6 H 0.42 -1.61 0.94  0.336
7 H -1.01 -1.37 -0.04  0.234
8 H -0.09 1.16 1.62  0.283
9 H 0.73 -0.04 -1.77  0.440
10 H -1.67 0.71 -1.07  0.090



[6]
Below is C44H46BrN3O4P2SSi2Ti as an isolated structure at a distorted geometry, with properties calculated with ωB97M-V/def2-TZVPD.

Gap between HOMO and LUMO = 7.36 eV
Electronic energy = -7253.13634 Eh
Charge = 0

Last column: Mulliken charge in e.
Geometry (Å):
1 Ti -0.28 0.38 -0.32  -2.945
2 C -3.22 -2.66 2.44  -1.019
3 Si -2.73 -2.18 0.65  0.434
4 C -2.66 -3.76 -0.45  -1.228
5 C -4.20 -1.17 -0.02  -1.213
6 N -1.27 -1.22 0.65  1.219
7 P 0.18 -1.83 1.07  2.028
8 C 1.32 -0.50 0.99  -1.680
9 P 0.91 0.90 1.95  2.706
10 N 0.00 1.83 0.92  1.813
11 Si 0.04 3.57 0.76  0.933
12 C -0.88 3.96 -0.88  -0.971
13 C -0.72 4.35 2.35  -1.334
14 C 1.72 4.49 0.53  -1.438
15 C -0.02 0.86 3.52  -0.413
16 C -1.39 0.68 3.42  0.165
17 C -2.16 0.59 4.56  -0.991
18 C -1.56 0.66 5.81  -0.803
19 C -0.18 0.79 5.90  -0.875
20 C 0.60 0.88 4.76  -0.017
21 C 2.49 1.66 2.41  0.537
22 C 2.54 2.80 3.21  -0.153
23 C 3.76 3.34 3.56  -0.759
24 C 4.93 2.77 3.09  -0.965
25 C 4.89 1.64 2.29  -0.457
26 C 3.67 1.07 1.97  -1.037
27 C 0.96 -2.88 -0.19  0.825
28 C 2.19 -3.43 0.17  -0.572
29 C 2.96 -4.10 -0.77  -0.819
30 C 2.50 -4.22 -2.07  -0.740
31 C 1.29 -3.66 -2.44  -0.848
32 C 0.52 -2.99 -1.50  -0.535
33 C 0.03 -2.97 2.50  0.327
34 C 0.05 -2.49 3.80  0.025
35 C -0.15 -3.35 4.87  -0.624
36 C -0.36 -4.70 4.64  -0.714
37 C -0.35 -5.19 3.34  -0.695
38 C -0.17 -4.32 2.28  -0.366
39 H -4.30 -2.64 2.54  0.480
40 H -2.80 -1.99 3.18  0.126
41 H -2.88 -3.66 2.69  0.340
42 H -3.47 -4.43 -0.19  0.484
43 H -1.73 -4.30 -0.35  0.250
44 H -2.77 -3.50 -1.50  0.353
45 H -5.10 -1.76 0.07  0.526
46 H -4.09 -0.93 -1.08  0.244
47 H -4.36 -0.25 0.53  0.249
48 H -1.94 4.13 -0.77  0.273
49 H -0.73 3.14 -1.59  0.069
50 H -0.46 4.85 -1.33  0.602
51 H -0.90 3.60 3.11  0.254
52 H -1.66 4.85 2.16  0.400
53 H -0.04 5.09 2.77  0.411
54 H 2.06 4.41 -0.50  0.381
55 H 2.51 4.14 1.18  0.327
56 H 1.57 5.54 0.74  0.546
57 H -1.83 0.59 2.43  0.027
58 H -3.23 0.47 4.48  0.491
59 H -2.16 0.61 6.70  0.409
60 H 0.29 0.81 6.87  0.428
61 H 1.67 0.96 4.83  0.534
62 H 1.62 3.25 3.54  0.494
63 H 3.79 4.22 4.19  0.438
64 H 5.88 3.22 3.35  0.409
65 H 5.81 1.20 1.93  0.552
66 H 3.62 0.17 1.37  0.271
67 H 2.53 -3.32 1.19  0.408
68 H 3.92 -4.51 -0.48  0.465
69 H 3.11 -4.73 -2.81  0.379
70 H 0.94 -3.74 -3.46  0.493
71 H -0.43 -2.55 -1.79  -0.091
72 H 0.25 -1.44 3.97  0.168
73 H -0.15 -2.96 5.88  0.498
74 H -0.51 -5.37 5.47  0.397
75 H -0.49 -6.24 3.16  0.423
76 H -0.16 -4.70 1.26  0.276
77 Br -3.56 2.55 1.36  0.123
78 C -3.65 2.11 -0.48  -0.140
79 C -4.74 2.56 -1.21  -1.002
80 C -4.83 2.19 -2.54  -0.739
81 C -3.85 1.36 -3.05  -0.610
82 C -2.80 0.96 -2.23  0.391
83 N -2.68 1.36 -0.96  0.724
84 C -1.80 -0.07 -2.72  0.245
85 O -1.98 -0.62 -3.79  -0.746
86 O -0.86 -0.31 -1.88  0.008
87 H -5.50 3.17 -0.73  0.528
88 H -5.66 2.53 -3.14  0.443
89 H -3.88 0.98 -4.06  0.591
90 O 8.03 1.51 -1.58  -0.510
91 C 7.23 0.45 -1.84  0.529
92 O 7.72 -0.60 -2.15  -0.580
93 C 5.77 0.67 -1.72  1.379
94 C 4.90 -0.25 -2.33  -0.977
95 C 3.54 -0.06 -2.31  -0.470
96 C 2.99 1.05 -1.66  0.860
97 S 1.30 1.46 -1.87  -0.482
98 C 3.85 1.93 -1.01  -0.474
99 C 5.21 1.75 -1.04  -1.012
100 H 7.52 2.32 -1.42  0.344
101 H 5.33 -1.09 -2.85  0.484
102 H 2.87 -0.75 -2.81  0.517
103 H 3.43 2.78 -0.48  -0.048
104 H 5.84 2.46 -0.50  0.038